# 1
DFT (wB97M-V/def2-TZVPD) results for a 2-piece molecular cluster, H4S2Si overall in a non-equilibrium geometry.

Output
total energy	-29610.0215	eV
energy above the lowest of the compared OMol25 structures with the same formula, charge and spin	86.1	kcal/mol

Structure (ORCA input):
```
! wB97M-V def2-TZVPD RIJCOSX def2/J DEFGRID3
* xyz 0 1
Si -0.197 -0.413 -0.372
S 0.915 1.257 0.230
S -2.204 0.177 0.236
H 0.058 -0.451 -1.912
H 1.309 -2.133 0.996
H 2.091 0.723 -0.415
H -1.971 0.840 1.237
*
```

Atomic partial charges in e from the Löwdin method, atoms 1 to 6:
1 Si -0.109
2 S 0.227
3 S 0.365
4 H -0.076
5 H 0.025
6 H -0.125


# 2
DFT (wB97M-V/def2-TZVPD) results for a 12-piece molecular cluster, C48H94F14N13O28S14 overall in a non-equilibrium geometry.

Output
total energy	-317722.7113	eV

Structure (ORCA input):
```
! wB97M-V def2-TZVPD RIJCOSX def2/J DEFGRID3
* xyz -1 1
C 6.166 0.316 -0.970
N 5.148 -0.497 -0.298
C 5.073 -1.824 -0.445
C 4.293 -2.584 0.431
C 3.407 -1.938 1.375
C 3.479 -0.584 1.371
C 4.360 0.164 0.575
C 2.460 -2.685 2.199
C 2.187 -2.318 3.530
C 1.087 -2.868 4.233
N 0.271 -3.782 3.587
C 0.531 -4.170 2.309
C 1.633 -3.678 1.642
C -0.872 -4.407 4.356
H 7.033 0.345 -0.310
H 5.758 1.297 -1.214
H 6.356 -0.193 -1.915
H 5.813 -2.217 -1.127
H 4.290 -3.659 0.329
H 2.922 0.075 2.022
H 4.361 1.243 0.620
H 2.708 -1.457 3.921
H 0.844 -2.610 5.253
H -0.046 -4.981 1.889
H 1.777 -4.062 0.643
H -1.070 -3.942 5.322
H -0.642 -5.472 4.381
H -1.687 -4.175 3.671
C 0.451 -2.566 -3.989
C -0.980 -3.061 -4.039
C -1.336 -3.624 -2.616
N -2.846 -3.917 -2.403
C -3.066 -4.532 -1.004
C -2.793 -3.432 0.102
C -3.555 -2.083 -0.133
C -3.510 -1.573 -1.606
C -3.847 -2.746 -2.558
C -3.278 -4.962 -3.439
H 0.748 -1.917 -3.165
H 0.677 -2.003 -4.895
H 1.181 -3.374 -3.991
H -1.164 -3.789 -4.829
H -1.567 -2.163 -4.232
H -1.232 -2.797 -1.914
H -0.724 -4.479 -2.328
H -2.404 -5.397 -0.979
H -4.121 -4.781 -0.895
H -1.733 -3.176 0.085
H -2.843 -3.758 1.141
H -3.337 -1.330 0.624
H -4.592 -2.270 0.146
H -2.543 -1.107 -1.796
H -4.118 -0.729 -1.932
H -3.749 -2.429 -3.596
H -4.851 -3.145 -2.409
H -2.840 -5.930 -3.195
H -3.142 -4.649 -4.474
H -4.368 -4.989 -3.451
C 0.938 5.244 -1.110
C 0.211 4.870 0.238
C 1.150 4.146 1.259
N 0.505 4.045 2.672
C 1.394 3.166 3.612
C 0.733 2.950 5.012
C -0.620 2.330 4.954
C -1.461 3.228 4.105
C -0.943 3.496 2.752
C 0.563 5.475 3.283
H 1.439 4.369 -1.523
H 1.785 5.915 -0.966
H 0.187 5.531 -1.846
H -0.582 4.200 -0.093
H -0.272 5.721 0.719
H 2.097 4.649 1.458
H 1.453 3.181 0.853
H 1.470 2.196 3.120
H 2.418 3.536 3.637
H 1.397 2.305 5.588
H 0.822 3.842 5.631
H -0.494 1.360 4.473
H -1.047 2.111 5.932
H -2.307 2.557 3.957
H -1.943 4.134 4.471
H -0.937 2.628 2.093
H -1.605 4.218 2.274
H -0.054 6.165 2.707
H 1.597 5.793 3.151
H 0.196 5.448 4.309
C -3.465 2.775 -0.695
C -4.189 2.483 0.666
C -5.140 3.672 0.923
N -5.964 3.619 2.263
C -6.949 2.386 2.239
C -8.303 2.517 1.362
C -8.946 3.904 1.629
C -7.892 5.059 1.350
C -6.679 4.927 2.317
C -4.921 3.534 3.409
H -2.564 3.332 -0.436
H -4.006 3.177 -1.551
H -3.032 1.815 -0.974
H -3.425 2.396 1.439
H -4.625 1.489 0.573
H -5.922 3.743 0.167
H -4.674 4.655 0.987
H -6.493 1.434 1.966
H -7.118 2.293 3.312
H -7.873 2.373 0.371
H -9.013 1.718 1.576
H -9.701 4.013 0.850
H -9.507 4.167 2.526
H -7.623 5.052 0.293
H -8.395 6.011 1.522
H -5.950 5.717 2.134
H -7.051 4.916 3.341
H -4.223 4.310 3.096
H -4.399 2.582 3.317
H -5.417 3.597 4.378
C 3.642 -0.162 -3.593
C 3.831 0.286 -5.014
C 4.842 -0.510 -5.877
N 5.021 0.035 -7.322
C 6.054 -0.976 -7.937
C 6.134 -0.862 -9.445
C 4.780 -1.129 -10.034
C 3.839 -0.027 -9.593
C 3.672 0.101 -8.087
C 5.754 1.423 -7.285
H 4.682 -0.134 -3.269
H 3.202 -1.152 -3.477
H 3.013 0.584 -3.106
H 4.044 1.355 -4.982
H 2.850 0.310 -5.490
H 4.410 -1.473 -6.147
H 5.824 -0.653 -5.426
H 5.765 -1.994 -7.675
H 7.048 -0.815 -7.521
H 6.808 -1.676 -9.712
H 6.554 0.100 -9.735
H 4.514 -2.127 -9.683
H 4.818 -1.096 -11.123
H 2.838 -0.244 -9.965
H 4.081 0.919 -10.077
H 3.155 -0.783 -7.715
H 3.258 1.030 -7.695
H 5.120 2.118 -6.735
H 5.748 1.682 -8.344
H 6.744 1.362 -6.834
N 0.814 0.757 1.012
S 0.788 0.329 -0.584
O -0.447 0.694 -1.314
O 1.536 -0.876 -0.995
F 1.792 1.454 -1.150
S -0.327 -0.134 1.312
O -0.242 -1.600 1.072
O -1.630 0.486 1.214
F -0.070 -0.166 2.888
N 7.999 2.807 -2.206
S 7.024 2.649 -3.569
O 7.540 3.117 -4.850
O 5.577 2.603 -3.399
F 7.290 1.071 -3.617
S 7.546 4.198 -1.886
O 6.336 4.432 -1.105
O 8.089 5.260 -2.669
F 8.670 4.154 -0.693
N 4.206 -2.480 8.039
S 3.122 -1.401 7.840
O 2.300 -1.123 9.058
O 2.640 -1.135 6.461
F 4.227 -0.214 8.042
S 3.186 -3.778 7.731
O 2.597 -4.003 6.373
O 2.356 -4.132 8.879
F 4.372 -4.853 7.860
N -2.010 -1.897 9.082
S -1.024 -1.786 10.284
O -0.902 -0.552 11.058
O 0.040 -2.781 10.311
F -2.008 -2.500 11.351
S -0.764 -1.555 7.992
O 0.152 -2.609 7.607
O -0.237 -0.206 7.954
F -1.774 -1.642 6.711
N -5.297 0.104 4.494
S -4.892 -0.907 3.564
O -5.048 -0.549 2.160
O -4.817 -2.318 3.963
F -3.365 -0.465 3.628
S -6.881 -0.454 4.603
O -7.019 -1.653 5.434
O -7.707 -0.277 3.431
F -7.456 0.721 5.596
N -1.747 2.782 -5.578
S -2.050 2.255 -4.221
O -1.837 3.144 -3.081
O -2.026 0.791 -4.037
F -3.690 2.317 -4.308
S -0.121 2.351 -5.445
O 0.297 0.969 -5.717
O 0.626 3.185 -4.465
F 0.354 3.045 -6.843
N -0.270 -7.651 -1.752
S -0.645 -8.156 -0.186
O -0.588 -7.301 1.014
O -0.599 -9.623 0.065
F -2.242 -8.054 -0.397
S 1.004 -7.036 -1.328
O 2.002 -7.920 -0.683
O 0.914 -5.594 -0.956
F 1.500 -6.891 -2.839
*
```

Atomic partial charges in e from the Löwdin method, atoms 1 to 6:
1 C 0.007
2 N -0.088
3 C 0.004
4 C 0.093
5 C -0.115
6 C 0.003